(1)
8
Properties=species:S:1:pos:R:3 method="wB97M-V/def2-TZVPD" molar_mass_g_mol=92.3 charge=+2 lumo_ev=-10.257 spin_multiplicity=1 de_lowest_kcal_mol=28.5 energy_ev=-12501.4695 gap_ev=7.16
C -2.01941 1.39365 -0.38268
F -1.36725 2.45986 -0.15767
H -2.88016 1.64820 -1.02988
C 0.85177 -1.37500 0.30061
O 1.81040 -0.64554 0.01139
Mg -1.16864 -0.60347 0.20304
Li 3.63532 -0.52244 0.29555
H 1.13798 -2.35525 0.75964

=====

(2)
9
Properties=species:S:1:pos:R:3 method="wB97M-V/def2-TZVPD" molar_mass_g_mol=291.2 charge=+2 lumo_ev="-11.782 / -11.090" spin_multiplicity=1 de_lowest_kcal_mol=0.0 energy_ev=-14350.5113 gap_ev="8.35 / 8.64"
C -0.45928 0.45097 -0.43239
C -1.71278 0.60154 -1.06249
O -0.35492 -0.19456 0.62010
F 1.67033 -1.36101 1.90305
H 0.76986 1.03700 -1.93056
H -2.59683 0.73345 -0.41812
Li 0.01687 -2.01991 1.56847
Pb 1.94139 0.05316 0.77195
O 0.72536 0.69936 -1.01999

=====

(3)
6
Properties=species:S:1:pos:R:3 method="wB97M-V/def2-TZVPD" molar_mass_g_mol=59.0 lumo_ev=0.627 spin_multiplicity=1 de_lowest_kcal_mol=15.6 energy_ev=-6312.3195 gap_ev=12.86 smiles=N#CCF
C -0.31406 -0.26580 0.20814
C 0.82701 0.19598 -0.65947
H -1.20726 -0.79196 -0.47934
H -0.09774 -0.76761 1.16669
N 1.83054 0.73748 -0.89967
F -1.03850 0.89191 0.66366

=====

(4)
9
Properties=species:S:1:pos:R:3 method="wB97M-V/def2-TZVPD" molar_mass_g_mol=119.1 lumo_ev=-1.618 spin_multiplicity=1 de_lowest_kcal_mol=51.5 energy_ev=-20125.9428 gap_ev=8.81 smiles=FSn1cncn1
C 0.45486 0.29174 0.73368
C -1.34992 1.05077 0.00570
N -0.50048 1.10624 1.06735
N 0.22153 -0.36122 -0.42911
N -0.97476 0.35219 -1.02079
F 1.95838 -2.06109 -1.53848
S 1.10062 -2.10599 -0.13768
H 1.38677 0.17313 1.25069
H -2.29699 1.55423 0.06864

=====

(5)
7
Properties=species:S:1:pos:R:3 method="wB97M-V/def2-TZVPD" molar_mass_g_mol=75.0 lumo_ev=0.436 spin_multiplicity=1 de_lowest_kcal_mol=128.3 energy_ev=-8355.0567 gap_ev=10.78 smiles="FO[C@H]1C=N1"
C 1.17689 0.29468 -0.51264
C -0.02734 -0.12365 0.32152
N 0.55739 1.24658 -0.00975
O -1.15539 -0.55258 -0.45095
F -2.35205 -0.15328 0.21719
H 1.94764 -0.18598 -0.85670
H -0.14713 -0.52576 1.29133

=====

(6)
7
Properties=species:S:1:pos:R:3 method="wB97M-V/def2-TZVPD" molar_mass_g_mol=75.0 lumo_ev=0.633 spin_multiplicity=1 de_lowest_kcal_mol=7.5 energy_ev=-8360.2951 gap_ev=12.86 smiles=N#C[C@@H](O)F
C -1.17173 -0.25003 0.29566
C 0.25428 0.08195 0.28832
N -2.28241 -0.51283 0.24903
O 0.96615 -0.66598 -0.65983
F 0.24429 1.43891 0.06643
H 0.85025 0.03520 1.17940
H 1.13916 -0.12721 -1.41900